No. 1
ORCA calculation (the ωB97M-V functional and the def2-TZVPD basis) on C53H47N3O3S4Zr as an isolated structure.

The value obtained for the energy is -110964.366 eV. For the lowest unoccupied orbital energy, the calculation gives 3.91 eV. As for the total charge: -2. As for the HOMO-LUMO gap: 4.21 eV. The energy above the lowest of the compared OMol25 structures with the same formula, charge and spin comes out at 2.047 eV.

Last column: Löwdin charge in e.
Geometry (Å):
Zr -0.6211 -0.2500 0.1647  1.532
C 0.6091 -2.9376 3.7396  -0.020
C 0.0963 -2.4061 2.4296  -0.274
N -0.1791 -1.1594 2.2974  -0.093
N 0.2503 -0.3144 3.3337  -0.116
C -0.6927 0.0305 4.1630  -1.181
S -2.2463 -0.6064 4.3353  0.509
S -0.0655 1.3982 5.1613  0.854
C -1.0424 1.2532 6.6753  -0.492
C -0.4060 0.3822 7.7206  -0.290
C 0.2141 0.9337 8.8368  -0.061
C 0.8072 0.1270 9.7996  -0.112
C 0.7846 -1.2520 9.6576  -0.123
C 0.1667 -1.8121 8.5454  -0.093
C -0.4234 -1.0065 7.5859  -0.044
C -0.0672 -3.3702 1.3131  -0.112
C 0.6741 -4.5565 1.3221  -0.058
C 0.5437 -5.5116 0.3301  -0.116
C -0.3729 -5.3004 -0.6985  -0.104
C -1.1189 -4.1414 -0.7400  -0.025
C -0.9664 -3.1497 0.2447  -0.366
O -1.6603 -2.0352 0.1536  -0.271
H 0.1981 -2.3556 4.5599  0.048
H 1.6991 -2.8434 3.7853  0.084
H 0.3398 -3.9839 3.8642  0.078
H -2.0147 0.8582 6.3691  0.015
H -1.1724 2.2667 7.0574  0.064
H 0.2382 2.0125 8.9463  0.103
H 1.2873 0.5787 10.6601  0.089
H 1.2439 -1.8871 10.4057  0.087
H 0.1435 -2.8889 8.4244  0.095
H -0.9096 -1.4337 6.7153  0.072
H 1.3949 -4.7161 2.1136  0.104
H 1.1438 -6.4122 0.3596  0.086
H -0.4952 -6.0431 -1.4789  0.093
H -1.8186 -3.9431 -1.5422  0.115
O -0.8875 1.3741 -1.4852  -0.289
C -1.9748 1.3255 -2.4500  -0.297
C -2.3433 -0.1634 -2.6083  -0.074
C -1.1606 -0.9500 -3.0653  -0.226
C -1.0022 -1.2792 -4.4096  -0.007
C 0.1374 -1.9454 -4.8051  -0.049
C 1.0963 -2.2516 -3.8538  -0.030
C 0.8963 -1.8807 -2.5314  -0.229
C 1.9486 -2.1968 -1.5046  -0.038
C 2.4303 -0.9475 -0.7325  -0.453
O 1.3626 -0.4830 0.0028  -0.370
C 3.5577 -1.3604 0.2216  -0.117
C 3.3645 -1.2666 1.5948  0.001
C 4.3618 -1.6783 2.4703  -0.079
C 5.5584 -2.1881 1.9889  -0.113
C 5.7622 -2.2671 0.6171  -0.101
C 4.7696 -1.8514 -0.2567  -0.036
C 2.9290 0.1609 -1.6682  -0.121
C 3.5387 -0.0962 -2.8918  -0.046
C 3.9841 0.9431 -3.6994  -0.094
C 3.8269 2.2574 -3.2881  -0.113
C 3.2196 2.5210 -2.0671  -0.082
C 2.7730 1.4842 -1.2624  -0.015
N -0.2286 -1.2528 -2.1482  0.128
C -1.4664 1.8222 -3.7847  -0.152
C -0.1209 2.0755 -4.0206  -0.015
C 0.3098 2.4978 -5.2732  -0.086
C -0.6039 2.6771 -6.3010  -0.117
C -1.9515 2.4246 -6.0704  -0.086
C -2.3833 2.0047 -4.8222  -0.022
C -3.2141 2.1964 -1.8349  -0.301
C -3.4335 3.5102 -2.5497  -0.113
C -4.5816 3.8644 -3.2041  -0.191
C -5.7169 3.0503 -3.3048  -0.205
C -5.6193 1.8372 -2.5967  -0.177
C -4.5093 1.4304 -1.9164  -0.126
H -3.1672 -0.2425 -3.3156  0.130
H -2.7015 -0.5296 -1.6432  0.070
H -1.7664 -0.9838 -5.1151  0.117
H 0.2857 -2.2137 -5.8443  0.103
H 2.0052 -2.7740 -4.1217  0.106
H 2.7763 -2.7207 -1.9858  0.113
H 1.5323 -2.8711 -0.7514  0.116
H 2.4429 -0.8460 1.9773  0.098
H 4.1959 -1.5883 3.5374  0.101
H 6.3316 -2.5121 2.6753  0.089
H 6.6993 -2.6471 0.2267  0.091
H 4.9476 -1.8976 -1.3251  0.103
H 3.6582 -1.1147 -3.2397  0.096
H 4.4416 0.7212 -4.6566  0.093
H 4.1634 3.0714 -3.9195  0.092
H 3.0769 3.5440 -1.7397  0.102
H 2.2501 1.6952 -0.3363  0.067
H 0.5973 1.9248 -3.2240  0.105
H 1.3656 2.6813 -5.4371  0.088
H -0.2715 3.0154 -7.2761  0.085
H -2.6765 2.5734 -6.8624  0.093
H -3.4381 1.8241 -4.6434  0.115
H -2.6330 4.2322 -2.5866  0.074
H -4.5862 4.8432 -3.6829  0.084
H -6.6174 3.3584 -3.8184  0.041
H -6.4800 1.1700 -2.5662  0.082
H -4.5679 0.5115 -1.3514  0.049
C -0.5632 3.7868 -1.1436  -0.084
C -1.1141 2.5016 -0.5376  -0.831
S -0.0922 2.1660 0.9353  0.565
C -2.6386 2.3635 -0.3446  -0.696
C -3.2570 3.5221 0.4094  -0.103
S -2.9132 0.7996 0.6194  0.590
H 0.5204 3.6951 -1.2135  0.053
H -0.7944 4.6117 -0.4691  0.086
H -0.9491 4.0069 -2.1330  0.058
H -3.3096 4.4153 -0.2166  0.071
H -2.6727 3.7240 1.3104  0.072
H -4.2719 3.2596 0.7094  0.075


No. 2
ORCA calculation (the ωB97M-V functional and the def2-TZVPD basis) on C53H48MnN5P2S as an isolated structure.

The value obtained for the energy is -123921.625 eV. For the lowest unoccupied orbital energy (alpha / beta), the calculation gives -1.86 / -1.97 eV. As for the total charge: +1. As for the HOMO-LUMO gap (alpha / beta): 7.79 / 7.98 eV. The multiplicity is 6. The energy above the lowest of the compared OMol25 structures with the same formula, charge and spin comes out at 0.026 eV.

Last column: Löwdin spin population.
Geometry (Å):
Mn 0.9498 1.8197 2.0419  4.658
C 3.4066 -0.2683 0.9070  0.002
C 2.2502 -1.2366 0.6612  0.001
C 1.4044 -1.5033 1.8752  0.005
C 1.2998 -2.7943 2.3826  0.001
C 0.5118 -3.0337 3.4935  0.002
C -0.1554 -1.9711 4.0781  0.001
C -0.0126 -0.7188 3.5097  0.008
N 0.7411 -0.4792 2.4311  0.029
N 2.9663 1.1360 0.8149  0.029
C 3.8527 2.0664 1.5253  0.008
C 3.9954 1.6827 2.9693  0.004
C 5.2071 1.6674 3.6391  0.001
C 5.2107 1.3339 4.9869  0.001
C 4.0128 1.0275 5.6108  0.001
C 2.8472 1.0648 4.8582  0.005
N 2.8372 1.3782 3.5683  0.037
C 2.8463 1.5169 -0.5934  0.003
C 1.9146 2.6736 -0.8471  0.007
C 1.9005 3.2987 -2.0870  0.000
C 1.0060 4.3300 -2.3025  0.003
C 0.1721 4.7254 -1.2658  0.000
C 0.2506 4.0509 -0.0633  0.007
N 1.0896 3.0288 0.1352  0.036
H 4.2127 -0.4576 0.1868  0.001
H 3.8163 -0.4463 1.8996  0.000
H 2.6368 -2.1870 0.2925  0.000
H 1.6070 -0.8292 -0.1215  0.000
H 1.8223 -3.6033 1.8894  0.000
H 0.4158 -4.0361 3.8901  0.000
H -0.7827 -2.1012 4.9486  0.000
H -0.5327 0.1374 3.9242  0.003
H 3.3529 3.0434 1.5118  0.003
H 4.8232 2.2039 1.0320  0.001
H 6.1235 1.9120 3.1190  0.000
H 6.1404 1.3128 5.5405  0.000
H 3.9747 0.7669 6.6589  0.000
H 1.8866 0.8430 5.3097  0.001
H 2.4497 0.6690 -1.1519  0.000
H 3.8329 1.7370 -1.0233  0.001
H 2.5762 2.9674 -2.8654  0.000
H 0.9668 4.8274 -3.2628  0.000
H -0.5264 5.5421 -1.3812  0.000
H -0.3688 4.3262 0.7827  0.001
S -1.2343 5.2607 4.1347  0.010
C 0.4160 5.6018 4.4091  -0.002
C 1.2272 4.6381 3.8843  0.009
C 0.5438 3.5653 3.2325  0.029
C -0.8123 3.7938 3.3114  0.021
C -1.8240 2.9009 2.7462  0.008
C -3.2008 3.1356 2.8220  0.002
C -4.0789 2.2195 2.2788  0.003
C -3.5823 1.0721 1.6725  0.003
C -2.2141 0.9116 1.6291  0.007
N -1.3511 1.7960 2.1326  0.041
H 0.6985 6.4951 4.9448  0.000
H 2.3059 4.7014 3.9754  0.001
H -3.5643 4.0281 3.3135  0.000
H -5.1461 2.3933 2.3310  0.000
H -4.2342 0.3321 1.2300  0.000
H -1.7732 0.0309 1.1750  0.001
C -0.9656 -1.6147 -0.8751  0.000
P -0.5783 0.1157 -1.4578  0.003
C 0.2005 -0.0448 -3.1160  0.001
C -0.3750 0.4914 -4.2687  0.000
C 0.2948 0.4448 -5.4846  0.000
C 1.5523 -0.1339 -5.5729  0.000
C 2.1456 -0.6570 -4.4321  0.000
C 1.4794 -0.6029 -3.2165  0.000
C -2.2461 0.7202 -1.8938  0.000
C -3.1705 -0.0549 -2.5991  0.000
C -4.4144 0.4615 -2.9243  0.000
C -4.7478 1.7618 -2.5577  0.000
C -3.8338 2.5423 -1.8673  0.000
C -2.5888 2.0205 -1.5367  0.000
P -0.1612 -3.0587 -1.7019  0.000
C -0.6371 -4.4019 -0.5468  0.000
C -0.0564 -5.6481 -0.7961  0.000
C -0.3315 -6.7382 0.0139  0.000
C -1.1811 -6.5964 1.1043  0.000
C -1.7553 -5.3628 1.3704  0.000
C -1.4881 -4.2737 0.5484  0.000
C -1.3504 -3.3056 -3.0737  0.000
C -0.9676 -2.9230 -4.3573  0.000
C -1.8708 -2.9912 -5.4112  0.000
C -3.1587 -3.4557 -5.1924  0.000
C -3.5436 -3.8588 -3.9183  0.000
C -2.6448 -3.7830 -2.8656  0.000
H -2.0509 -1.7350 -0.8765  0.000
H -0.6361 -1.6521 0.1674  0.000
H -1.3575 0.9412 -4.2249  0.000
H -0.1739 0.8590 -6.3682  0.000
H 2.0679 -0.1769 -6.5234  0.000
H 3.1253 -1.1142 -4.4894  0.000
H 1.9535 -1.0385 -2.3457  0.000
H -2.9136 -1.0613 -2.9112  0.000
H -5.1219 -0.1480 -3.4719  0.000
H -5.7191 2.1636 -2.8155  0.000
H -4.0896 3.5540 -1.5791  0.000
H -1.8784 2.6267 -0.9833  0.000
H 0.6195 -5.7616 -1.6369  0.000
H 0.1207 -7.6979 -0.2001  0.000
H -1.3958 -7.4458 1.7396  0.000
H -2.4237 -5.2459 2.2146  0.000
H -1.9577 -3.3251 0.7751  0.000
H 0.0377 -2.5582 -4.5336  0.000
H -1.5638 -2.6841 -6.4028  0.000
H -3.8610 -3.5152 -6.0139  0.000
H -4.5438 -4.2360 -3.7478  0.000
H -2.9517 -4.1015 -1.8755  0.000